Molecular formula: C29H25Cl5GeI2N2O2RuS4Sb
Method: DFT, the ωB97M-V functional and the def2-TZVPD basis

Geometry as XYZ:
```
72
Properties=species:S:1:pos:R:3:forces:R:3
Ru -0.1460 0.2138 0.1511 -0.105 0.694 0.276
S -3.7341 2.2767 1.7576 -0.154 0.140 -0.051
Sb -2.9389 0.2507 2.2215 0.088 -0.139 -0.026
S -0.4232 0.6857 2.2826 0.082 -0.037 -0.119
S -2.4677 -0.6838 -0.0837 0.300 -0.173 0.121
Cl -1.6134 2.2314 -1.8456 -0.076 -0.023 0.089
C -0.3515 2.9998 -0.9528 0.049 -0.037 -0.112
C 0.4723 2.2420 -0.1157 -0.311 -0.016 0.028
C 1.4361 2.9590 0.5846 0.177 -0.130 0.146
Cl 2.4625 2.1474 1.7271 0.115 -0.034 -0.107
C 1.6096 4.3348 0.4533 0.039 0.035 -0.017
Cl 2.8350 5.1673 1.3384 0.001 -0.018 -0.009
C 0.7755 5.0511 -0.3934 -0.025 0.039 -0.027
Cl 0.9633 6.7550 -0.5596 -0.013 -0.010 -0.022
C -0.2162 4.3786 -1.0973 0.019 0.082 -0.037
Cl -1.2671 5.2615 -2.1363 0.017 0.008 0.002
O 0.5989 -0.8238 -3.8286 -0.027 -0.179 -0.574
C 0.9226 -0.4519 -2.7197 0.063 0.459 0.096
O 0.0682 -0.2241 -1.7853 -0.318 -0.053 0.364
C 2.3758 -0.2445 -2.3930 0.279 0.196 0.074
C 3.0660 -1.5950 -2.3976 0.286 -0.114 -0.085
Ge 2.8359 -2.6353 -4.0408 -0.040 -0.090 -0.130
C 3.2707 -1.4874 -5.5682 0.029 0.024 0.036
C 2.5742 -1.4180 -6.7704 0.006 -0.042 0.004
C 2.9777 -0.5684 -7.7888 -0.031 0.002 -0.040
C 4.0907 0.2392 -7.6268 0.014 0.061 -0.100
C 4.7990 0.1892 -6.4395 0.044 0.014 0.047
C 4.3893 -0.6667 -5.4289 0.003 0.019 0.047
C 1.1826 -3.6572 -4.0144 0.002 -0.098 0.011
C 0.1528 -3.5833 -4.9462 -0.011 0.021 -0.046
C -0.9972 -4.3408 -4.8011 -0.017 0.003 0.001
C -1.1490 -5.1751 -3.7045 -0.100 -0.039 -0.024
C -0.1463 -5.2454 -2.7546 -0.031 -0.043 0.062
C 1.0089 -4.4965 -2.9166 0.052 -0.002 -0.004
C 4.2833 -3.9843 -3.9610 -0.055 0.055 0.036
C 5.5832 -3.6287 -3.6064 0.015 0.074 0.017
C 6.6039 -4.5634 -3.5482 0.064 -0.010 0.018
C 6.3425 -5.8918 -3.8429 0.097 -0.057 0.012
C 5.0596 -6.2691 -4.1972 -0.040 -0.063 -0.021
C 4.0462 -5.3237 -4.2538 -0.103 -0.040 -0.051
H 2.4876 0.2508 -1.4222 -0.083 -0.042 -0.164
H 2.7914 0.4019 -3.1708 0.027 0.004 0.010
H 2.6938 -2.2052 -1.5744 -0.054 -0.129 0.058
H 4.1401 -1.4778 -2.2392 0.007 -0.006 -0.010
H 1.7001 -2.0262 -6.9300 -0.140 -0.119 0.009
H 2.4137 -0.5334 -8.7111 -0.030 0.000 -0.045
H 4.4011 0.9067 -8.4197 0.008 0.023 -0.030
H 5.6675 0.8184 -6.2963 0.040 0.027 0.009
H 4.9558 -0.6797 -4.5063 0.052 -0.012 0.098
H 0.2109 -2.8962 -5.7733 0.052 0.109 -0.117
H -1.7888 -4.2574 -5.5330 -0.049 0.004 -0.051
H -2.0570 -5.7511 -3.5813 -0.026 -0.023 0.004
H -0.2609 -5.8622 -1.8741 0.015 -0.027 0.056
H 1.7681 -4.5641 -2.1485 0.111 -0.014 0.087
H 5.8196 -2.5981 -3.3729 0.006 0.113 0.014
H 7.6037 -4.2562 -3.2730 0.075 0.026 0.021
H 7.1338 -6.6282 -3.7942 0.034 -0.021 0.002
H 4.8424 -7.3038 -4.4256 -0.013 -0.054 -0.012
H 3.0479 -5.6419 -4.5234 -0.079 -0.014 -0.013
I -0.9218 -2.6517 0.4518 -0.185 -0.546 -0.012
I 1.0643 -4.9095 1.0127 -0.116 0.103 -0.042
C 5.8159 -0.5131 -0.1967 0.110 0.035 -0.031
N 4.4339 -0.3921 0.1914 -0.429 0.206 0.364
C 3.6919 -1.3954 0.6938 0.224 -0.232 -0.113
N 4.2615 -2.6066 0.8390 0.016 0.314 -0.013
S 2.0836 -1.2596 1.1667 -0.156 0.286 0.168
H 6.1654 0.4575 -0.5440 -0.015 -0.049 0.012
H 5.9316 -1.2266 -1.0173 0.036 -0.030 0.023
H 6.4485 -0.8214 0.6419 0.006 0.001 -0.034
H 4.0024 0.5269 0.2254 0.120 -0.364 0.008
H 5.2203 -2.7936 0.6144 0.091 -0.016 -0.070
H 3.6535 -3.3676 1.1137 -0.039 -0.030 -0.070
```
Forces are in eV/Å.

## Properties
- Spin multiplicity: 5
- Orbital gap (spin up / spin down): 0.259 / 0.214 Eh
- Charge: -1

Mulliken atomic charge list, values in e, 2 entries:
1. Ru 0.38
2. S -0.59

***

Molecular formula: C29H25ClPTm
Method: DFT, the ωB97M-V functional and the def2-TZVPD basis

Geometry as XYZ:
```
57
Properties=species:S:1:pos:R:3:forces:R:3
C -0.7172 -2.0805 3.4485 0.273 -0.873 -0.081
C -0.4960 -2.2183 2.0536 -1.505 -0.026 0.214
C 0.8225 -2.5901 1.8172 0.352 -0.916 0.886
H -1.2688 -2.1682 1.2785 0.383 0.360 0.399
C 1.4705 -2.7224 3.0680 0.031 -1.298 1.046
C 0.5139 -2.3655 4.1049 -0.285 -2.198 -0.957
H 0.7003 -2.3733 5.1605 0.045 -0.011 0.357
H -1.6608 -1.8620 3.9245 0.102 0.233 -0.041
H 1.1985 -2.8764 0.8653 0.515 0.156 -0.568
H 2.5238 -2.9759 3.2522 -0.581 0.074 -0.196
Tm 1.1003 -0.4675 3.0502 -0.273 6.067 -1.465
Cl 3.2802 0.5450 2.2733 -0.285 -0.300 0.175
P 0.1905 -0.1171 -1.8539 -0.257 -0.662 3.760
C 1.4649 -1.2431 -2.2161 0.688 -1.435 -1.080
C 1.2393 -2.1443 -3.2834 0.952 -0.062 0.217
H 0.2550 -2.1827 -3.7447 0.256 0.116 -0.137
C 2.2782 -2.9749 -3.7219 -0.655 0.205 0.236
H 2.1126 -3.6239 -4.5828 0.119 0.101 0.277
C 3.5026 -2.9452 -3.0676 0.711 -0.184 0.008
H 4.3262 -3.5763 -3.4320 -0.429 0.303 0.191
C 3.7142 -2.1348 -1.9456 -0.721 0.159 -0.218
H 4.6714 -2.1443 -1.4363 -0.118 -0.039 0.010
C 2.6824 -1.3043 -1.4934 -0.299 0.107 -0.292
H 2.7807 -0.7001 -0.5824 0.148 -0.131 -0.470
C -1.4555 -0.6620 -2.0783 -1.123 0.085 -0.057
C -1.8618 -1.9912 -1.7995 0.753 0.389 -0.038
H -1.1386 -2.6877 -1.3413 -0.385 0.279 -0.560
C -3.1641 -2.3760 -2.0601 -0.295 -0.025 -0.025
H -3.4569 -3.4154 -1.9219 0.040 0.208 0.078
C -4.1056 -1.4471 -2.5003 0.117 0.284 -0.195
H -5.1172 -1.7586 -2.7328 0.065 -0.014 0.064
C -3.7469 -0.0999 -2.6376 0.048 -0.556 0.265
H -4.4820 0.6308 -2.9410 -0.089 0.053 0.056
C -2.4442 0.2975 -2.3926 0.425 0.067 -0.031
H -2.1609 1.3629 -2.3973 -0.192 -0.605 -0.341
C 0.5792 1.5667 -2.0138 0.780 1.625 -1.549
C 1.1904 1.8931 -3.2568 -0.457 0.372 0.836
H 1.4725 1.0799 -3.9284 -0.194 0.344 0.032
C 1.4066 3.2233 -3.5797 0.340 -0.053 -0.306
H 1.8335 3.4660 -4.5572 -0.114 0.045 0.383
C 1.0712 4.2274 -2.6768 -0.233 0.145 0.360
H 1.2167 5.2728 -2.9531 -0.009 -0.285 0.083
C 0.5497 3.9190 -1.4107 0.239 -0.398 -0.589
H 0.3193 4.7142 -0.7169 0.036 -0.007 0.087
C 0.3289 2.5869 -1.0636 -0.138 -0.802 -0.235
H -0.0291 2.2821 -0.0682 0.035 0.324 -0.517
C -1.6769 3.2221 5.1608 0.505 -0.299 0.005
C -2.4602 2.7855 4.0847 0.261 -0.604 -0.944
C -1.9180 1.8432 3.1418 -1.495 1.653 1.639
C -0.6578 1.3365 3.3555 1.996 -2.106 -1.628
C 0.1549 1.8315 4.3468 -0.669 1.347 1.733
C -0.3573 2.7729 5.3004 0.497 -0.480 -0.463
H -2.0794 3.9243 5.8938 0.076 -0.203 -0.254
H -3.4895 3.1868 3.9865 0.759 -0.359 -0.079
H -2.5220 1.5583 2.2838 0.025 -0.153 0.183
H 1.2393 1.5632 4.4122 -0.396 0.115 0.209
H 0.2762 3.1370 6.1253 -0.374 -0.132 -0.472
```
Forces are in eV/Å.

## Properties
- Relative energy (zero: lowest compared OMol25 entry of this formula, charge and spin): 0.000 eV
- Spin multiplicity: 3
- Orbital gap (spin up / spin down): 0.233 / 0.235 Eh

Mulliken atomic charge list, values in e, 2 entries:
1. C -0.63
2. C 0.00

***

Molecular formula: C29H25HgIN3OPS
Method: DFT, the ωB97M-V functional and the def2-TZVPD basis

Geometry as XYZ:
```
62
Properties=species:S:1:pos:R:3:forces:R:3
Hg 1.0196 0.5018 -1.4789 -0.030 -0.103 -0.195
O 0.7304 1.2299 1.4331 -0.063 0.175 -0.131
N -0.2158 0.2463 1.1233 0.045 -0.085 0.022
C -0.0987 -0.7414 1.9059 -0.080 -0.177 -0.034
C -1.0445 -1.8853 1.9447 0.057 0.060 0.008
C -1.4439 -2.1962 3.2444 0.019 -0.024 -0.003
C -2.3659 -3.1960 3.5086 -0.009 -0.006 0.011
C -2.8870 -3.9284 2.4592 -0.005 -0.005 0.013
C -2.4659 -3.6569 1.1657 0.018 0.001 -0.010
C -1.5496 -2.6438 0.8679 -0.032 0.026 0.006
P -1.2059 -2.6002 -0.9382 0.010 0.050 0.038
C -1.8760 -0.9804 -1.4942 0.039 -0.009 -0.061
C -1.7701 -0.6406 -2.8494 0.014 0.008 0.032
C -2.3725 0.5044 -3.3526 -0.006 -0.002 0.007
C -3.1409 1.3039 -2.5194 0.011 -0.010 -0.002
C -3.2956 0.9520 -1.1858 0.015 0.002 0.018
C -2.6632 -0.1722 -0.6754 -0.015 -0.004 0.006
C 0.6258 -2.4860 -1.0829 0.041 0.032 -0.064
C 1.2075 -2.2492 -2.3417 -0.004 -0.035 0.103
C 2.5848 -2.3375 -2.5260 -0.064 0.029 -0.012
C 3.4083 -2.6831 -1.4671 0.032 0.016 0.009
C 2.8466 -2.9484 -0.2273 -0.012 0.002 0.022
C 1.4750 -2.8562 -0.0384 -0.021 0.019 -0.004
H 0.5228 1.9276 0.7837 -0.130 0.045 0.148
H 0.6682 -0.7081 2.6815 -0.038 0.003 0.023
H -1.0275 -1.6266 4.0674 -0.005 -0.009 -0.006
H -2.6639 -3.4003 4.5283 0.001 -0.003 -0.006
H -3.6012 -4.7206 2.6393 0.005 0.007 0.000
H -2.8504 -4.2573 0.3503 0.002 0.006 0.004
H -1.2517 -1.2964 -3.5368 -0.013 0.007 -0.001
H -2.2718 0.7465 -4.4030 -0.001 -0.006 0.009
H -3.6446 2.1763 -2.9151 0.000 0.003 -0.007
H -3.9207 1.5518 -0.5355 0.013 -0.011 -0.012
H -2.7934 -0.4220 0.3686 0.003 -0.007 -0.001
H 0.5848 -2.0445 -3.2021 0.009 -0.016 0.005
H 3.0051 -2.1530 -3.5066 -0.012 -0.007 0.002
H 4.4780 -2.7591 -1.6096 -0.006 0.001 -0.001
H 3.4797 -3.2363 0.6024 -0.011 0.002 -0.010
H 1.0636 -3.1001 0.9312 -0.022 0.007 0.037
S 3.5044 0.7952 -0.7585 0.090 -0.028 0.011
C 3.3432 2.0744 0.3679 -0.002 0.086 0.065
N 2.5856 3.1568 0.0755 0.116 0.002 0.065
C 2.3990 4.2131 0.9007 0.014 -0.030 -0.033
C 3.0125 4.2425 2.1143 0.014 -0.001 0.006
C 3.8249 3.1518 2.4691 0.005 -0.001 0.005
C 3.9849 2.0885 1.6190 0.018 -0.024 -0.038
H 2.1222 3.1620 -0.8288 -0.004 0.056 -0.049
H 1.7539 4.9940 0.5255 -0.005 -0.009 -0.003
H 2.8735 5.0862 2.7726 0.001 -0.012 0.004
H 4.3234 3.1460 3.4297 -0.004 0.003 -0.007
H 4.5903 1.2354 1.8857 0.008 0.005 0.006
I 0.5276 3.7322 -2.9383 -0.058 -0.001 0.068
C -0.9297 3.8781 -1.4232 -0.026 0.100 -0.019
C -2.0968 4.5623 -1.7281 -0.034 -0.003 0.013
C -3.0459 4.6908 -0.7283 0.013 0.022 -0.022
C -2.7920 4.1339 0.5155 0.012 0.003 -0.006
C -1.5948 3.4712 0.7088 0.014 -0.040 0.027
N -0.6600 3.3475 -0.2449 0.020 -0.093 -0.009
H -2.2505 4.9799 -2.7123 -0.004 0.002 0.002
H -3.9690 5.2218 -0.9215 0.002 -0.007 0.001
H -3.5052 4.2101 1.3241 0.004 -0.003 -0.003
H -1.3672 3.0150 1.6661 0.051 -0.006 -0.044
```
Forces are in eV/Å.

## Properties
- Relative energy (zero: lowest compared OMol25 entry of this formula, charge and spin): 0.000 eV
- Spin multiplicity: 2
- Orbital gap (spin up / spin down): 0.251 / 0.226 Eh
- Charge: +1

Mulliken atomic charge list, values in e, 2 entries:
1. Hg 0.69
2. O -0.29